Entry 1:
Formula: C9H13Cl8N
Source: OMol25
Level of theory: wB97M-V/def2-TZVPD

The energy relative to the best compared isomer or geometry (same formula, charge and spin) is 80.5 kJ/mol. As for the total energy: -111212.2731 eV. As for the SMILES: c1ccncc1.ClCCl.ClCCl.ClCCl.ClCCl.

Geometry as ORCA input:
```
! wB97M-V def2-TZVPD RIJCOSX def2/J DEFGRID3
* xyz 0 1
N -1.310 -0.542 -3.439
C -1.466 -1.183 -4.676
C -2.382 -0.726 -5.609
C -3.205 0.327 -5.319
C -3.055 0.906 -4.125
C -2.092 0.514 -3.202
H -0.867 -2.065 -4.851
H -2.479 -1.240 -6.554
H -3.900 0.760 -6.022
H -3.745 1.725 -3.990
H -2.012 0.895 -2.194
C -3.521 -0.280 4.013
Cl -3.837 0.885 5.372
Cl -2.302 0.416 2.950
H -3.156 -1.240 4.379
H -4.485 -0.429 3.526
C 0.912 5.470 1.730
Cl -0.661 4.909 1.048
Cl 2.211 4.201 1.358
H 1.129 6.390 1.187
H 0.777 5.675 2.792
C 1.959 -0.617 0.960
Cl 1.447 -1.964 1.909
Cl 3.331 -1.140 -0.117
H 1.090 -0.312 0.378
H 2.391 0.161 1.589
C 5.721 -4.247 3.482
Cl 5.628 -5.831 2.705
Cl 7.399 -3.563 3.314
H 5.090 -3.590 2.883
H 5.388 -4.264 4.520
*
```

Here are the natural (NBO) charges for atoms 1 to 4, given in e: -0.406 0.014 -0.251 -0.181

Entry 2:
Formula: C10H46O17VZr
Source: OMol25
Level of theory: wB97M-V/def2-TZVPD

As for the total energy: -72859.8547 eV.

Geometry as ORCA input:
```
! wB97M-V def2-TZVPD RIJCOSX def2/J DEFGRID3
* xyz 3 1
O 1.823 7.302 15.745
V 2.217 5.797 16.152
O 3.821 5.699 16.070
Zr -0.238 2.737 17.921
O 1.333 1.206 18.309
C 2.657 1.667 18.073
C 2.798 2.880 17.054
O 1.632 3.659 16.896
H 3.308 0.843 17.782
H 2.989 2.029 19.046
H 3.052 2.533 16.052
H 3.605 3.580 17.270
O -0.778 1.830 19.930
H -1.255 2.231 20.657
H -0.609 0.933 20.219
O -0.283 5.625 16.031
H -0.723 5.494 15.191
H -0.555 6.499 16.310
O 2.209 4.984 14.006
H 2.091 4.071 13.743
H 2.304 5.460 13.182
O 2.487 1.448 21.491
H 2.173 2.333 21.675
H 2.303 1.316 20.561
O 1.950 -1.590 18.172
H 1.972 -0.633 18.171
H 2.051 -1.832 19.092
O -1.476 0.942 17.518
H -2.231 0.891 16.932
H -1.331 0.039 17.802
O -0.694 2.698 15.715
H -0.325 2.004 15.170
H -1.141 3.277 15.097
C 1.607 0.598 11.659
C 1.254 2.048 11.954
C -0.264 2.309 11.849
O 1.717 2.377 13.294
H 1.490 0.465 10.584
H 0.960 -0.065 12.233
H 2.607 0.255 11.925
H 1.807 2.665 11.245
H -0.637 1.942 10.893
H -0.440 3.383 11.905
H -0.761 1.797 12.673
H 1.533 1.609 13.840
C 5.213 4.177 19.967
O 6.260 3.354 19.450
H 4.489 4.546 19.241
H 4.628 3.636 20.711
H 5.599 5.090 20.419
H 6.736 3.886 18.808
C 4.600 3.055 12.790
O 5.062 2.199 11.772
H 4.079 2.499 13.571
H 5.375 3.650 13.271
H 3.837 3.732 12.406
H 5.310 1.410 12.259
C 6.067 1.348 15.698
O 6.635 1.211 14.438
H 6.701 0.950 16.490
H 5.773 2.378 15.897
H 5.233 0.649 15.764
H 7.531 1.554 14.435
C 5.565 -1.201 18.136
O 6.874 -1.453 18.616
H 4.825 -1.873 18.571
H 5.209 -0.191 18.337
H 5.545 -1.366 17.059
H 6.912 -1.025 19.474
C 3.172 -1.443 15.075
O 2.058 -2.224 15.570
H 4.102 -1.933 15.363
H 3.237 -1.410 13.987
H 3.192 -0.433 15.483
H 2.050 -2.167 16.529
*
```

Here are the Löwdin charges for atoms 1 to 4, given in e: -0.236 1.015 -0.219 2.215

no.,lowest unoccupied orbital energy (eV),orbital gap (eV)
1,0.516,10.29
2,-13.578,2.48